Here is a cluster of 4 separate species, C2H12NO3 in total at a distorted geometry from the OMol25 dataset. Energies are from the ωB97M-V functional and the def2-TZVPD basis.

- ΔE to the lowest compared entry with this formula, charge and spin: 111.88 kJ/mol
- HOMO: -14.0 eV
- E_tot: -363.60825 hartree

ORCA input file:
```
! RIJCOSX wB97M-V def2-TZVPD def2/J DEFGRID3
* xyz 1 1
C 0.34575 -0.15173 0.07949
C 0.65070 0.51470 2.39273
N -0.06447 0.52001 1.35253
H 0.16376 -1.20472 0.21791
H -0.33391 0.27079 -0.64530
H 1.36341 0.16550 -0.11792
H 1.72243 0.39838 2.37139
H 0.16965 0.69706 3.35125
H -1.09290 0.66678 1.39146
H 3.89099 -2.67938 -2.83687
H 4.23200 -2.90734 -1.39036
O 3.50673 -2.62129 -1.95609
H -2.28896 2.47554 -2.14196
H -1.43771 1.38655 -2.66447
O -1.61258 1.85209 -1.83464
H -3.40061 -0.23257 1.36822
H -3.09694 0.53424 0.10045
O -2.71734 0.31540 0.96217
*
```